(1)
{
  "formula": "CH3NO3S",
  "method": "the ωB97M-V functional and the def2-TZVPD basis",
  "species": ["H", "N", "H", "H", "O", "C", "O", "O", "S"],
  "coordinates": [[2.964, -0.112, 0.577], [1.124, -0.271, -0.217], [0.369, -0.944, -0.510], [-2.841, 1.130, -0.345], [-0.538, 1.099, 0.245], [0.698, 0.794, 0.312], [-2.301, -1.025, 0.412], [2.397, -0.685, -0.015], [-1.873, 0.013, -0.459]],
  "homo_ev": -8.42,
  "e_tot_ha": -718.3643,
  "fmax_ha_per_bohr": 0.074,
  "e_above_lowest_ev": 5.6265,
  "charge": 0,
  "gap_ha": 0.3131
}

(2)
{
  "formula": "C11H14BN7Re",
  "method": "the ωB97M-V functional and the def2-TZVPD basis",
  "species": ["H", "H", "N", "C", "N", "N", "B", "H", "Re", "H", "C", "H", "H", "C", "H", "C", "C", "N", "C", "C", "C", "H", "H", "C", "N", "N", "H", "N", "C", "H", "H", "C", "H", "H"],
  "coordinates": [[-1.396, 1.858, -2.118], [-0.545, -4.851, -0.676], [1.800, -2.051, -1.950], [-0.524, -3.959, -0.099], [2.107, -0.952, -1.029], [-1.487, 1.094, 1.919], [0.337, -2.480, -2.131], [-1.082, -1.737, -4.547], [0.801, 0.167, -0.313], [1.104, 3.202, -0.545], [-1.045, -0.967, -3.799], [-2.060, 0.834, -4.581], [4.002, -0.088, -0.530], [-0.603, -2.311, 1.441], [-0.728, -1.680, 2.283], [-1.532, 0.342, -3.796], [4.027, -1.768, -2.028], [-0.201, -1.790, 0.241], [-0.670, 0.783, 1.147], [-0.801, -3.694, 1.243], [3.519, -0.836, -1.117], [2.766, 2.576, -0.185], [5.062, -1.904, -2.304], [1.690, 2.317, -0.204], [-0.448, -1.235, -2.622], [-0.162, -2.798, -0.702], [2.882, -3.312, -3.223], [-0.486, -0.048, -1.824], [-1.208, 0.895, -2.551], [-1.106, -4.386, 1.993], [1.645, 1.495, -1.216], [2.943, -2.499, -2.517], [1.407, 2.085, 0.825], [0.208, -3.418, -2.866]],
  "homo_ev": [-16.22, -16.19],
  "e_tot_ha": -913.2953,
  "multiplicity": 4,
  "fmax_ha_per_bohr": 0.160,
  "e_above_lowest_ev": 0.0000,
  "charge": 2,
  "gap_ha": [0.2527, 0.2244]
}

(3)
{
  "formula": "C35H41ClF3LiN4OSi2",
  "method": "the ωB97M-V functional and the def2-TZVPD basis",
  "species": ["C", "C", "C", "N", "C", "C", "H", "C", "C", "H", "C", "C", "H", "C", "H", "H", "C", "H", "H", "C", "C", "C", "C", "C", "N", "H", "C", "C", "C", "H", "H", "Cl", "H", "H", "N", "H", "H", "C", "H", "C", "C", "H", "H", "H", "H", "O", "H", "C", "Si", "H", "F", "H", "H", "H", "H", "H", "H", "C", "F", "C", "H", "N", "C", "C", "H", "H", "H", "C", "C", "H", "C", "C", "H", "C", "H", "H", "C", "H", "H", "C", "Si", "H", "H", "H", "Li", "H", "C", "F"],
  "coordinates": [[-3.198, -1.889, -0.478], [3.216, 1.877, 1.152], [-2.527, 0.459, -1.164], [0.191, 1.199, 1.042], [-0.391, -3.081, 1.952], [2.744, 1.286, -2.815], [-0.954, -7.553, 3.485], [-2.315, -6.136, 0.694], [-0.759, 2.098, 1.279], [-0.467, -4.091, 2.357], [-2.103, -0.851, -0.486], [-1.579, 2.093, 2.391], [-1.992, 0.998, 4.207], [-0.059, -6.739, 1.128], [-1.152, -2.464, 2.435], [4.252, 2.219, 1.057], [5.271, 3.626, -4.252], [0.508, -6.072, -2.683], [-2.350, 2.842, 2.518], [-2.009, -3.107, -2.184], [0.292, -6.356, -0.156], [-1.367, -6.627, 1.583], [2.529, -3.560, 1.291], [4.282, 3.105, -3.438], [-0.834, -1.320, -1.051], [1.326, -6.411, -0.475], [5.252, 1.608, -5.557], [-0.667, -5.862, -1.038], [-1.049, -5.089, -3.404], [5.279, 0.225, 2.845], [-0.183, -0.620, 3.845], [-3.204, 0.239, -2.828], [-2.745, -5.393, -1.268], [-1.665, 1.110, -1.289], [-1.985, -4.127, -3.198], [1.011, -2.308, 4.725], [-3.307, 0.961, -0.591], [4.241, -0.764, 0.044], [1.685, -3.865, 4.239], [4.266, 1.089, -4.745], [-3.148, -2.913, -1.351], [2.756, 2.401, 1.995], [0.713, -7.101, 1.798], [5.180, -0.208, -0.064], [3.715, -0.711, -0.911], [-0.848, -5.581, -4.513], [-3.344, -6.024, 1.018], [3.748, 1.823, -3.660], [1.346, -2.414, 2.218], [2.270, -4.600, 1.507], [7.297, 4.617, -5.825], [-0.633, -3.117, 0.887], [0.041, -2.549, -2.419], [4.492, -1.806, 0.254], [4.463, -1.310, 3.170], [2.460, -3.405, 0.211], [3.569, -3.403, 1.591], [-1.985, -5.765, -0.599], [7.896, 2.596, -6.317], [5.765, 2.881, -5.316], [-1.905, -0.528, 0.549], [-0.259, -5.519, -2.333], [-1.376, 1.065, 3.316], [-1.733, -6.958, 3.005], [3.903, 3.678, -2.603], [3.822, 0.184, 3.860], [-2.426, -3.907, -4.081], [4.299, -0.246, 2.974], [-0.374, 0.150, 3.110], [-3.964, -3.634, -1.390], [1.540, -0.682, 1.672], [0.457, 0.222, 1.954], [5.635, 1.021, -6.384], [1.732, -2.785, 4.055], [-0.890, 2.851, 0.505], [-4.021, -1.786, 0.221], [1.871, 0.820, -2.082], [2.727, -2.433, 4.338], [2.674, 2.137, 0.242], [-0.899, -2.305, -1.920], [3.214, 0.013, 1.426], [5.666, 4.614, -4.054], [-2.668, -7.520, 3.059], [-1.861, -6.047, 3.596], [0.754, -0.142, -0.553], [3.870, 0.099, -4.928], [6.820, 3.417, -6.217], [6.390, 3.586, -7.495]],
  "homo_ev": -1.06,
  "e_tot_ha": -2999.0171,
  "fmax_ha_per_bohr": 0.004,
  "e_above_lowest_ev": 0.0572,
  "charge": -2,
  "gap_ha": 0.1955
}

(4)
{
  "formula": "H7N3",
  "method": "the ωB97M-V functional and the def2-TZVPD basis",
  "species": ["H", "H", "H", "N", "H", "N", "H", "H", "N", "H"],
  "coordinates": [[-0.232, 0.408, -2.222], [0.022, -0.909, 1.785], [0.368, -1.106, -2.345], [0.390, 1.095, 1.624], [1.067, 1.290, 2.345], [-0.352, -0.530, -1.872], [0.194, -0.300, 0.054], [-1.269, -0.896, -2.203], [0.419, -0.281, 1.051], [-0.607, 1.230, 1.784]],
  "homo_ev": -8.51,
  "e_tot_ha": -168.4006,
  "fmax_ha_per_bohr": 0.063,
  "e_above_lowest_ev": 0.2765,
  "charge": 0,
  "smiles": "NN.N",
  "gap_ha": 0.3516
}